# H35O18

A molecular structure, H35O18 (ωB97M-V/def2-TZVPD, the OMol25 dataset).

XYZ file:
```
53
Properties=species:S:1:pos:R:3
O -3.2423 3.1954 -2.9234
H -1.9160 -3.2332 -1.9094
H -0.5686 -0.1787 -3.3891
O 0.5395 -4.1325 3.7149
H -0.5260 -0.2543 -1.0260
O -0.7770 4.9507 -0.1454
H 0.5076 1.6594 -2.5581
H -1.6243 4.7818 0.2540
O 4.4168 1.3144 -1.1183
H 0.0882 -2.9288 -0.0169
H 3.7463 0.5705 -1.3292
O 0.4684 2.2904 5.4807
H 1.2502 2.5619 5.0310
H -3.9880 2.8737 -3.6261
O 2.5199 -2.2609 2.2929
H -0.8302 -3.8428 -0.9343
H 1.8249 -2.2111 1.4938
O -1.0527 -3.7982 -1.9237
H -1.3853 -1.1497 0.9220
H -0.1133 4.3446 0.4363
O -4.9157 2.7104 0.7349
H -0.5978 0.9605 2.5489
H -2.0487 -1.9696 -0.2461
O 1.6181 2.4019 0.6883
H 1.9736 3.0593 0.0189
H -4.9470 3.4431 0.1240
O 4.2625 -1.2839 0.7966
H 3.7996 -1.5613 1.6486
H 2.6206 -3.3828 -3.5376
O -2.1060 -1.1542 0.0899
H 3.0953 -2.7127 -2.3770
H -4.0587 3.0837 0.7740
O 1.2684 1.3693 -1.9990
H 1.0507 0.4669 -1.7057
H 5.1103 0.7561 -0.7841
O 3.2207 -3.5304 -2.8812
H -0.2136 -3.6187 3.7502
H 2.0536 -1.9721 3.1045
O 0.0933 -0.7696 -3.6838
H -0.4413 2.3456 5.2910
H -3.2890 2.4810 -2.3310
O 0.0725 -2.3824 0.7368
H 1.1872 -3.6575 3.0861
H 3.5953 -0.8835 0.1926
O -5.5840 -0.0823 -0.9949
H 0.3746 -1.1569 -2.8720
H -6.4529 0.0924 -0.6230
O 0.3028 -0.6815 -1.1108
H 2.1301 1.6424 0.4081
H 0.1968 -1.5047 -0.1951
O -0.6858 1.7582 2.1217
H 0.1029 2.0479 1.5941
H -5.0619 -0.2705 -0.2277
```

* ΔE to the lowest compared entry with this formula, charge and spin: 4.414 eV
* charge: -1
* Kohn-Sham gap: 9.2 eV
* multiplicity: 1
* lowest unoccupied orbital energy: 2.0561 eV



# H35O18

18 unconnected molecules or ions with the total composition H35O18 (ωB97M-V/def2-TZVPD, the OMol25 dataset).

XYZ file:
```
53
Properties=species:S:1:pos:R:3
O -4.7474 -0.6053 0.7279
H -2.7592 1.2185 2.1804
H -1.5107 -0.6506 0.3633
O 0.1246 -0.9600 5.5090
H 1.5878 1.2524 1.0921
O 2.0430 1.1202 -3.5036
H 3.3382 -2.8020 0.4057
H 1.9795 0.7239 -2.6113
O 0.6177 2.8270 -1.6778
H 0.5054 -3.6872 2.1785
H 0.5863 1.8664 -1.7443
O -1.9113 -1.1950 3.9458
H -2.3440 -1.8287 3.3467
H -5.2455 -0.7159 -0.0781
O -2.5864 3.0036 -1.6907
H -4.1941 0.8042 2.7721
H -3.0183 3.1924 -0.8541
O -3.2545 0.6581 2.8588
H 1.7210 4.2791 -1.4326
H 2.9894 1.1024 -3.6719
O -1.9552 2.3691 1.3521
H 3.3988 -2.8999 -1.9422
H 1.8139 5.3444 -0.3411
O -0.1097 0.7884 1.0255
H -0.5945 0.0316 1.3495
H -0.8402 1.6326 1.0172
O 0.3929 -0.4183 -5.7592
H 1.1284 0.0110 -5.2916
H 0.2602 -0.2809 4.8312
O 1.9674 5.2076 -1.2786
H 2.1305 0.4034 -0.5558
H -1.3642 2.9127 1.8853
O 2.8601 -3.2883 -0.2726
H 2.1603 -3.8502 0.0649
H 0.4511 3.0713 -2.5980
O 2.5436 1.0736 0.9221
H -0.7280 -1.3010 5.1190
H -1.6578 2.8243 -1.5330
O -2.1917 -1.3263 0.2331
H -2.1940 -0.4670 3.2731
H -3.7863 -0.5614 0.5949
O -0.1059 -2.9579 2.0214
H -0.2195 -0.4294 -5.0107
H -0.2442 -2.6177 2.9193
O 0.2305 -2.4263 -1.1273
H -1.7030 -1.9877 -0.2726
H 0.5634 -1.5324 -0.9497
O 2.0126 -0.3805 -1.1720
H 2.6677 0.1815 1.2543
H 2.8520 -0.8246 -1.3287
O 3.7899 -2.6677 -2.8095
H 2.9412 -2.4463 -3.2246
H -0.3916 -2.7909 -0.5114
```

* ΔE to the lowest compared entry with this formula, charge and spin: 0.403 eV
* charge: -1
* Kohn-Sham gap: 8.2 eV
* multiplicity: 1
* lowest unoccupied orbital energy: 1.7829 eV



# H36O18

18 unconnected molecules or ions with the total composition H36O18 (ωB97M-V/def2-TZVPD, the OMol25 dataset).

XYZ file:
```
54
Properties=species:S:1:pos:R:3
O -3.2650 -1.5620 0.3006
H -2.8846 -0.6599 0.6077
H -2.9421 -2.2167 0.9760
O 0.8077 0.2922 0.4286
H -0.1431 0.1223 0.4505
H 1.3358 -0.3090 1.0000
O 3.2796 2.0929 0.9985
H 2.4353 2.1295 0.7376
H 3.4051 1.2890 1.5253
O 3.2557 -0.4476 0.4174
H 3.4611 0.1647 -0.4049
H 2.4316 -0.6828 0.0936
O -1.1761 3.6723 4.0908
H -2.0425 3.7540 3.7385
H -1.2341 3.9661 4.9544
O 3.1075 -2.4272 2.9475
H 2.8275 -1.6486 3.3292
H 2.7519 -2.2195 2.0876
O -2.4751 0.3363 -1.8040
H -2.6951 0.8180 -2.4648
H -3.3032 0.4158 -1.2880
O 0.8798 -4.0358 -1.5738
H 1.2422 -3.0374 -1.3515
H 1.1612 -3.9263 -2.4957
O -2.2901 1.1914 1.1686
H -1.5511 1.6992 0.8971
H -1.8094 0.3267 1.0097
O 4.2149 -0.1723 -2.5169
H 4.4946 -0.5248 -3.3718
H 3.2687 -0.3327 -2.7394
O -3.8235 1.5680 3.6020
H -4.2358 0.7009 3.8378
H -2.8694 1.2973 3.5587
O -5.2893 1.2644 -0.8607
H -5.1403 0.8711 -0.0157
H -6.0988 1.8624 -0.7886
O -1.5554 3.1837 -2.6424
H -0.6769 3.6696 -2.5366
H -1.2767 2.4510 -3.2429
O 0.2944 -0.2490 -5.4456
H 0.6321 -0.8894 -4.8755
H 0.0127 0.4987 -5.1187
O 0.5203 -3.7112 3.8931
H 0.9911 -3.6948 3.1024
H 1.1595 -4.2424 4.3637
O 0.3020 -1.1969 -1.4363
H -0.2161 -0.4191 -1.3837
H -0.3313 -1.8061 -1.1059
O 3.1202 2.0173 -3.8839
H 4.0440 2.0873 -3.5688
H 3.4261 1.4292 -4.7092
O 0.4209 -1.4170 2.1922
H 0.5716 -1.5830 3.2115
H -0.5301 -1.7596 2.1046
```

* ΔE to the lowest compared entry with this formula, charge and spin: 8.014 eV
* Kohn-Sham gap: 10.0 eV
* multiplicity: 1
* lowest unoccupied orbital energy: -0.5656 eV



# H36O34S4Zn

A molecular structure, H36O34S4Zn (ωB97M-V/def2-TZVPD, the OMol25 dataset).

XYZ file:
```
75
Properties=species:S:1:pos:R:3
Zn -0.1541 -0.2321 0.1720
S -1.6288 -1.2998 2.8686
O -1.1189 -1.1558 1.5105
O -2.7695 -0.4528 3.2250
O -2.1306 -2.6616 3.0613
O -0.5516 -1.1494 3.7700
S -2.9875 1.3279 0.0432
O -3.3992 0.4200 -1.0585
O -3.2838 2.6938 -0.3173
O -3.7803 0.8854 1.1828
O -1.5513 1.1890 0.4482
S 3.6166 -1.2084 2.6226
O 3.4469 -1.9072 1.3353
O 4.5263 -1.9532 3.4779
O 4.1811 0.1100 2.4951
O 2.3238 -1.1629 3.2510
S 0.8305 1.3645 -2.5034
O 1.3786 2.6806 -2.4257
O 1.6914 0.4597 -3.2828
O 0.6290 0.8569 -1.1454
O -0.4721 1.4197 -3.1227
O -2.2270 3.5538 -2.6394
H -2.4565 4.4179 -2.2977
H -2.5204 2.9428 -1.9636
O 4.0525 2.8501 -1.8633
H 4.8760 2.6778 -1.4067
H 3.4845 2.1199 -1.6176
O -0.0928 -1.5049 -3.7239
H 0.4826 -0.7826 -3.4719
H -0.0875 -1.4932 -4.6810
O -4.1404 -1.9249 -0.4205
H -3.8902 -1.0564 -0.7355
H -3.4414 -2.5022 -0.7278
O -1.8775 -3.5002 -0.0980
H -1.3106 -3.1989 -0.8080
H -1.9107 -2.7632 0.5118
O 3.4958 -1.0860 -2.5367
H 2.7832 -0.5616 -2.9020
H 3.6697 -0.6922 -1.6818
O -1.3005 -1.0941 -1.3472
H -2.1157 -0.6155 -1.4976
H -0.9574 -1.2653 -2.2242
O 1.3989 -3.9386 3.3018
H 1.9277 -4.7010 3.0664
H 1.0718 -3.6060 2.4660
O 3.9569 1.1837 0.2940
H 4.4171 1.9873 0.5366
H 3.8856 0.6918 1.1120
O -3.4403 1.1395 -3.4929
H -4.0171 0.6959 -4.1147
H -3.5283 0.6367 -2.6831
O -0.9637 4.0089 2.2442
H -1.1184 3.4813 3.0277
H -1.8078 4.4221 2.0626
O -1.8249 0.8422 5.5019
H -1.4304 1.6910 5.3016
H -1.9189 0.4144 4.6508
O 1.0440 0.7538 1.6445
H 1.4428 0.7883 2.5140
H 1.6197 1.2857 1.0951
O 0.0993 2.8440 4.3867
H 0.6487 2.8570 5.1704
H 0.7149 2.9423 3.6604
O 1.9151 -3.9836 -1.8309
H 1.1153 -4.1425 -2.3322
H 2.6027 -3.9106 -2.4928
O 0.4215 3.7298 -0.0653
H 0.0648 2.8733 0.1701
H 0.8662 3.5834 -0.9001
O 1.3098 -1.8706 0.0905
H 1.3519 -2.5959 -0.5327
H 2.0702 -1.9973 0.6580
O -2.7812 -2.1890 -3.9962
H -2.3964 -3.0644 -4.0380
H -2.0294 -1.5981 -3.9522
```

* charge: -6
* Kohn-Sham gap: 2.3 eV
* multiplicity: 1
* lowest unoccupied orbital energy: 10.9650 eV



# H38O19

19 unconnected molecules or ions with the total composition H38O19 (ωB97M-V/def2-TZVPD, the OMol25 dataset).

XYZ file:
```
57
Properties=species:S:1:pos:R:3
O 1.9786 -1.9400 3.4702
H 1.1775 -1.6861 3.8285
H 1.7877 -2.7288 2.9930
O 3.6368 1.7234 2.4361
H 3.2888 0.9512 2.0969
H 4.0848 2.2502 1.8895
O -1.6109 3.6691 3.3575
H -1.0961 3.1711 2.5955
H -2.2800 2.9706 3.4232
O 1.9680 1.4771 -3.8993
H 1.8683 1.2731 -2.9514
H 1.2519 0.9185 -4.2584
O 0.3797 -4.0656 3.3237
H 0.0952 -4.5370 2.5604
H -0.5373 -3.6046 3.4736
O -1.1553 -1.2617 -2.9423
H -0.2777 -1.5217 -2.8977
H -1.3392 -0.5718 -2.3042
O -0.2674 2.5518 -2.7665
H 0.7090 2.4820 -2.7465
H -0.4175 3.4202 -3.0436
O 3.3029 -0.7574 1.0060
H 3.2333 -1.0542 0.1339
H 4.3025 -0.8519 1.2089
O -0.3055 -1.3341 2.4011
H -0.6577 -1.5791 1.5280
H 0.7014 -1.2792 2.3607
O 1.1150 -2.4970 -2.4039
H 0.9397 -2.9919 -3.1166
H 0.5323 -2.6816 -1.7009
O 0.7388 4.3445 -1.3435
H -0.1734 4.3600 -1.0021
H 1.4055 4.9207 -0.9402
O -3.2252 1.1858 2.2095
H -3.5470 0.6076 2.7491
H -3.5666 0.7502 1.4242
O 0.7249 0.2021 -0.4501
H 1.5814 0.0793 -0.0867
H 0.2919 0.6791 0.1080
O -3.2442 -2.8601 0.8047
H -3.4912 -2.3974 1.5713
H -2.7636 -3.6276 1.1068
O -4.1132 0.0334 -0.0848
H -3.8933 -0.8959 -0.2710
H -3.5709 0.3214 -0.7883
O -0.3714 0.7901 -4.8531
H 0.3566 0.0037 -5.0374
H -0.9366 -0.0802 -4.9382
O 0.5528 1.8283 2.2587
H 1.2438 1.6388 2.7730
H 0.7943 2.5018 1.6208
O -2.7107 2.3802 -1.5547
H -3.2010 2.4644 -2.2700
H -1.7676 2.3827 -2.0322
O 2.1786 -3.5144 0.1576
H 2.5012 -4.2615 0.5349
H 1.7972 -3.7515 -0.7217
```

* ΔE to the lowest compared entry with this formula, charge and spin: 4.627 eV
* expectation value of S²: 0.756
* charge: +1
* Kohn-Sham gap (alpha / beta): 9.9 / 2.4 eV
* multiplicity: 2
* lowest unoccupied orbital energy (alpha / beta): -3.2494 / -10.6720 eV



Sequential E_tot output: -37421.482, -37425.494, -37434.497, -161939.902, -39504.200 eV